[1]
A 2-piece molecular cluster, C3H4BrN3O overall, computed with the ωB97M-V functional and the def2-TZVPD basis.

XYZ file:
```
12
Properties=species:S:1:pos:R:3
C -2.34 0.04 -0.23
C 1.01 -0.50 0.84
C 1.72 1.22 -0.78
N -2.19 -1.03 0.22
N -2.10 -2.22 0.29
N 1.10 0.54 0.28
O 0.82 -1.28 1.69
Br -2.56 1.67 0.56
H 1.38 2.23 -0.78
H 2.88 1.14 -0.68
H 1.31 0.82 -1.70
H -1.05 -2.64 0.29
```

Energy relative to the best compared isomer or geometry (same formula, charge and spin) = 0.3694 eV
Kohn-Sham gap (alpha / beta) = 6.86 / 7.50 eV
Molar mass = 177.989 Da
2S+1 = 3
Total charge = 0
<S²> = 2.01

---

[2]
C28H25N2ORhS2Si as an isolated structure, computed with the ωB97M-V functional and the def2-TZVPD basis.

XYZ file:
```
60
Properties=species:S:1:pos:R:3
Rh 0.53 -1.13 -2.22
C -0.20 -1.50 1.87
C 0.10 -0.65 0.69
N 1.09 -1.15 -0.19
N 2.35 -1.00 0.16
C 3.20 -1.29 -0.81
S 2.75 -1.86 -2.38
S 4.88 -1.00 -0.60
C 4.97 -0.31 1.09
C 4.86 1.19 1.13
C 3.68 1.81 0.73
C 3.56 3.19 0.79
C 4.61 3.96 1.26
C 5.79 3.35 1.66
C 5.91 1.97 1.60
C -0.25 0.72 0.53
C -0.81 1.44 1.61
C -1.11 2.78 1.54
C -0.86 3.46 0.35
C -0.33 2.80 -0.74
C -0.05 1.43 -0.70
O 0.33 0.86 -1.84
H 0.63 -1.48 2.59
H -1.10 -1.18 2.40
H -0.32 -2.54 1.57
H 4.17 -0.77 1.66
H 5.92 -0.66 1.50
H 2.85 1.22 0.36
H 2.63 3.66 0.49
H 4.51 5.04 1.31
H 6.61 3.95 2.02
H 6.83 1.49 1.91
H -0.97 0.91 2.55
H -1.53 3.29 2.39
H -1.08 4.52 0.27
H -0.16 3.31 -1.68
C -3.33 -5.54 0.18
C -2.70 -5.51 -1.05
C -2.16 -4.32 -1.52
C -2.28 -3.14 -0.78
C -2.92 -3.19 0.46
C -3.44 -4.38 0.94
Si -1.59 -1.58 -1.53
C -2.78 -0.15 -1.52
C -3.52 0.24 -0.40
C -4.31 1.38 -0.44
C -4.39 2.12 -1.61
C -3.66 1.74 -2.73
C -2.85 0.62 -2.67
H -3.74 -6.47 0.56
H -2.61 -6.41 -1.64
H -1.64 -4.31 -2.47
H -3.02 -2.30 1.07
H -3.92 -4.41 1.91
H 0.17 -1.29 -3.77
H -3.47 -0.32 0.52
H -4.86 1.69 0.44
H -5.01 3.01 -1.65
H -3.71 2.33 -3.64
H -2.24 0.37 -3.53
```

Energy relative to the best compared isomer or geometry (same formula, charge and spin) = 0.2742 eV
Kohn-Sham gap (alpha / beta) = 6.05 / 6.26 eV
Molar mass = 600.647 Da
2S+1 = 5
Total charge = 0
<S²> = 6.04

---

[3]
An isolated molecule of C3H2O, computed with the ωB97M-V functional and the def2-TZVPD basis.

XYZ file:
```
6
Properties=species:S:1:pos:R:3
C 0.03 0.64 0.66
C -0.57 1.75 0.72
C 0.10 -0.46 -0.34
O 0.79 -0.46 0.83
H -0.84 -1.15 -0.53
H 0.49 -0.32 -1.33
```

Energy relative to the best compared isomer or geometry (same formula, charge and spin) = 3.8965 eV
Kohn-Sham gap = 9.33 eV
Molar mass = 54.048 Da
2S+1 = 1
Total charge = 0

---

[4]
A 3-piece molecular cluster, C24H51N2S2 overall, computed with the ωB97M-V functional and the def2-TZVPD basis.

XYZ file:
```
79
Properties=species:S:1:pos:R:3
C -1.18 -1.56 -3.66
C -1.01 -0.05 -3.46
N -2.29 0.66 -3.16
C -3.10 0.01 -2.10
C -4.11 -1.00 -2.68
C -2.03 2.01 -2.95
S -1.75 3.04 -4.15
S -1.84 2.62 -1.24
C -3.28 3.73 -1.13
C -3.04 4.69 0.01
C -2.93 4.00 1.38
C -1.75 4.53 2.18
C -1.60 4.09 3.63
C -0.09 4.30 3.87
C 0.44 3.94 2.52
N -0.45 4.08 1.63
H -0.99 -2.09 -2.73
H -2.14 -1.82 -4.07
H -0.41 -1.88 -4.35
H -0.29 0.16 -2.66
H -0.62 0.39 -4.37
H -3.66 0.78 -1.59
H -2.45 -0.47 -1.37
H -3.80 -2.02 -2.49
H -4.23 -0.85 -3.74
H -5.08 -0.87 -2.21
H -3.34 4.27 -2.07
H -4.20 3.15 -1.01
H -3.86 5.41 0.04
H -2.15 5.28 -0.21
H -3.83 4.11 1.97
H -2.78 2.93 1.22
H -1.78 5.63 2.13
H -2.25 4.65 4.29
H -1.86 3.04 3.75
H 0.34 3.67 4.65
H 0.09 5.35 4.10
H 1.44 3.57 2.30
H -0.29 3.88 0.64
C -1.65 -4.58 -5.70
C -0.65 -5.21 -4.73
C 0.68 -5.56 -5.39
C 0.59 -6.59 -6.51
C -0.04 -7.93 -6.12
C 0.73 -8.67 -5.03
H -1.92 -5.27 -6.50
H -2.57 -4.31 -5.18
H -1.24 -3.67 -6.15
H -1.09 -6.10 -4.27
H -0.46 -4.51 -3.91
H 1.37 -5.93 -4.62
H 1.14 -4.65 -5.79
H 1.60 -6.78 -6.90
H 0.03 -6.17 -7.35
H -0.10 -8.56 -7.00
H -1.07 -7.77 -5.79
H 1.76 -8.86 -5.35
H 0.27 -9.63 -4.80
H 0.77 -8.10 -4.10
C 3.00 4.35 6.84
C 4.26 3.73 6.23
C 3.96 2.56 5.30
C 3.27 1.37 5.96
C 4.02 0.76 7.15
C 5.39 0.21 6.78
H 2.46 3.64 7.46
H 3.25 5.21 7.46
H 2.33 4.69 6.04
H 4.93 3.42 7.03
H 4.79 4.50 5.67
H 4.90 2.23 4.84
H 3.33 2.92 4.47
H 3.12 0.59 5.20
H 2.26 1.66 6.28
H 3.41 -0.04 7.56
H 4.12 1.51 7.94
H 5.31 -0.56 6.01
H 5.87 -0.24 7.65
H 6.06 0.99 6.41
```

Kohn-Sham gap = 6.68 eV
Molar mass = 431.820 Da
2S+1 = 1
Total charge = +1

---

[5]
A 9-piece molecular cluster, C56H87BrN3O11 overall, computed with the ωB97M-V functional and the def2-TZVPD basis.

XYZ file:
```
158
Properties=species:S:1:pos:R:3
C -2.56 0.99 -4.37
C -1.47 0.94 -3.48
C -1.55 1.15 -1.95
C -1.56 2.61 -1.58
N -1.50 3.66 -2.62
C -2.69 4.03 -2.82
O -3.69 4.63 -2.77
C -1.61 3.08 -0.17
C -1.62 4.61 0.23
C -0.15 4.88 0.85
C -0.21 5.60 2.26
C 1.25 5.83 2.84
C 1.75 4.65 3.77
O 0.80 4.21 4.76
C 0.81 5.03 5.93
C -1.63 2.02 0.89
O -1.69 2.57 2.19
C -1.59 0.55 0.61
C -1.56 -0.50 1.70
C -1.50 -0.12 3.24
C -2.90 0.21 3.87
C -3.81 -1.05 4.25
N -3.36 1.37 4.14
N -1.58 -1.85 1.33
Br -1.61 -3.16 2.69
C -1.58 -2.29 -0.04
C -1.53 -3.86 -0.22
C -0.04 -4.42 0.06
C -0.02 -5.77 0.88
C 0.67 -5.59 2.30
C 1.82 -4.70 2.56
C 2.45 -4.50 3.89
C 1.86 -5.23 5.04
C 0.72 -6.15 4.78
C 0.10 -6.35 3.45
C -1.62 -1.33 -1.18
C -1.69 -2.00 -2.59
C -0.32 -2.76 -2.99
C -1.59 0.13 -0.86
H -3.38 0.24 -4.21
H -2.57 1.80 -5.13
H -0.46 0.68 -3.94
H -1.83 5.25 -0.66
H -2.34 4.75 1.08
H 0.52 5.42 0.11
H 0.37 3.89 1.04
H -0.81 5.00 3.00
H -0.69 6.61 2.12
H 2.00 5.91 1.98
H 1.33 6.78 3.45
H 2.69 5.03 4.30
H 2.09 3.73 3.19
H 1.58 5.85 5.93
H -0.20 5.55 6.01
H 0.92 4.41 6.88
H -0.76 2.65 2.46
H -0.77 0.75 3.29
H -1.02 -0.90 3.89
H -3.22 -1.60 5.05
H -3.93 -1.78 3.40
H -4.78 -0.75 4.75
H -4.30 1.28 4.58
H -2.32 -4.41 0.37
H -1.71 -4.19 -1.29
H 0.49 -3.56 0.59
H 0.50 -4.50 -0.94
H 0.66 -6.48 0.32
H -1.06 -6.20 0.96
H 2.26 -4.12 1.70
H 3.32 -3.78 3.98
H 2.30 -5.06 6.06
H 0.27 -6.71 5.65
H -0.77 -7.02 3.24
H -2.46 -2.83 -2.48
H -2.12 -1.39 -3.41
H 0.47 -2.53 -2.22
H -0.04 -2.40 -4.02
H -0.47 -3.87 -2.98
C 4.52 6.69 -0.56
C 4.12 7.69 0.49
O 3.54 7.35 1.50
C 4.48 9.13 0.25
H 4.20 5.70 -0.26
H 4.04 6.94 -1.51
H 5.61 6.69 -0.68
H 3.99 9.49 -0.66
H 5.57 9.24 0.16
H 4.14 9.74 1.09
C 1.82 -9.02 -1.92
C 0.32 -8.94 -1.86
O -0.24 -8.06 -1.22
C -0.47 -9.97 -2.60
H 2.26 -8.21 -1.34
H 2.15 -9.98 -1.51
H 2.15 -8.93 -2.96
H -0.24 -10.97 -2.22
H -0.24 -9.92 -3.67
H -1.54 -9.79 -2.47
C -4.69 0.35 -7.90
C -3.65 1.43 -8.00
O -2.68 1.45 -7.26
C -3.85 2.49 -9.06
H -4.42 -0.34 -7.10
H -5.66 0.80 -7.67
H -4.75 -0.20 -8.84
H -4.78 3.03 -8.87
H -3.87 2.03 -10.05
H -3.02 3.20 -9.02
C -4.98 0.04 0.81
C -5.35 0.34 -0.62
O -4.69 -0.08 -1.55
C -6.57 1.18 -0.85
H -4.08 -0.58 0.82
H -4.77 0.97 1.34
H -5.78 -0.51 1.29
H -6.44 2.16 -0.39
H -7.45 0.69 -0.44
H -6.72 1.32 -1.93
C 0.20 -11.80 1.21
C 1.00 -12.58 0.20
O 1.18 -12.16 -0.93
C 1.57 -13.90 0.63
H -0.15 -10.87 0.76
H -0.66 -12.39 1.53
H 0.83 -11.56 2.07
H 0.77 -14.58 0.93
H 2.26 -13.75 1.47
H 2.12 -14.35 -0.20
C 9.61 7.92 2.01
C 8.31 8.68 1.94
O 8.08 9.45 1.03
C 7.32 8.45 3.05
H 10.23 8.18 1.15
H 10.15 8.18 2.92
H 9.41 6.84 1.98
H 7.76 8.74 4.01
H 7.02 7.40 3.07
H 6.43 9.06 2.88
C -0.17 -0.14 8.21
C 0.10 -1.11 7.09
O -0.76 -1.39 6.28
C 1.48 -1.71 7.01
H -1.20 0.21 8.14
H -0.03 -0.64 9.17
H 0.50 0.72 8.13
H 1.69 -2.28 7.92
H 2.22 -0.92 6.88
H 1.53 -2.38 6.15
C 0.07 5.34 -8.79
C 0.01 4.65 -10.13
O -1.04 4.48 -10.71
C 1.32 4.19 -10.73
H -0.94 5.62 -8.49
H 0.49 4.66 -8.05
H 0.68 6.24 -8.86
H 1.79 3.46 -10.07
H 1.98 5.04 -10.89
H 1.13 3.72 -11.70
```

Kohn-Sham gap = 6.54 eV
Molar mass = 1058.226 Da
2S+1 = 1
Total charge = +1